Entry 1:
Density functional theory data (ωB97M-V/def2-TZVPD) for a 2-piece molecular cluster, C4H9NOS overall in a non-equilibrium geometry.

The geometry in XYZ format:
```
16
Properties=species:S:1:pos:R:3:forces:R:3:nbo_charge:R:1
C -2.591 -0.147 0.417 1.0 2.7 -0.9 0.045
N -2.360 0.832 -0.377 0.8 -1.2 0.7 -0.384
C -3.671 0.236 -0.518 -1.7 -1.3 0.0 -0.270
H -1.866 -0.519 1.144 -0.9 -0.4 0.2 0.244
H -3.837 -0.573 -1.267 -0.1 1.2 0.0 0.184
H -4.554 0.897 -0.297 0.9 -1.0 0.2 0.194
C 2.768 -0.712 0.544 -0.3 -2.7 2.5 -0.639
C 2.098 -0.288 -0.740 -1.8 0.8 3.7 -0.549
S 1.447 1.375 -0.355 0.2 0.7 -1.6 0.480
O 0.258 1.153 0.724 -0.9 -0.3 0.9 -0.890
H 2.113 -1.355 1.262 0.5 1.3 -1.4 0.208
H 3.633 -1.380 0.509 0.2 0.1 -0.8 0.211
H 3.084 0.109 1.175 0.0 0.4 -0.2 0.224
H 1.337 -0.942 -1.095 -0.6 -0.6 -0.3 0.218
H 2.757 -0.075 -1.475 2.3 0.6 -2.5 0.217
H -0.616 1.390 0.351 0.5 -0.2 -0.3 0.510
```
Positions in Å, forces in eV/Å.

Computed properties:
SMILES: C1=NC1.CCSO
charge: 0
HOMO level: -8.12 eV
energy relative to the best compared isomer or geometry (same formula, charge and spin): 4.660 eV
LUMO energy: 0.03350 Eh
gap between HOMO and LUMO: 9.034 eV
total energy: -18662.86615 eV

***

Entry 2:
Density functional theory data (ωB97M-V/def2-TZVPD) for C31H32BrN6S3SeSr as an isolated structure.

The geometry in XYZ format:
```
75
Properties=species:S:1:pos:R:3:forces:R:3:nbo_charge:R:1
Sr -0.853 1.617 -0.240 -0.1 -0.4 -0.3 1.739
C -1.646 0.623 -4.335 0.0 0.0 -0.1 -0.223
C -1.487 -0.532 -3.581 0.0 0.1 0.0 -0.156
C -2.591 -1.138 -2.996 0.0 0.0 0.0 -0.236
C -3.855 -0.585 -3.160 0.0 0.0 0.0 -0.222
C -4.016 0.566 -3.921 0.0 0.0 0.0 -0.227
C -2.912 1.165 -4.513 0.0 -0.1 0.0 -0.224
H -0.776 1.099 -4.770 0.0 0.0 0.0 0.227
H -0.496 -0.945 -3.438 0.0 0.0 0.0 0.218
H -2.464 -2.036 -2.403 0.0 0.0 0.0 0.216
H -4.713 -1.047 -2.689 0.0 0.0 0.0 0.210
H -5.001 0.999 -4.045 0.0 0.0 0.0 0.207
H -3.036 2.069 -5.098 0.0 0.0 0.0 0.208
S -1.474 3.908 1.323 0.0 0.1 0.1 -0.491
C -0.949 2.986 2.698 0.0 0.0 0.0 -0.171
S -0.334 1.364 2.529 0.1 0.0 0.1 -0.537
C -1.017 3.535 3.972 -0.1 0.0 0.1 -0.497
C -0.597 2.801 5.120 0.0 -0.1 -0.1 0.335
N -0.256 2.207 6.049 0.0 0.0 0.0 -0.410
C -1.511 4.851 4.210 0.1 0.0 -0.1 0.328
N -1.890 5.920 4.417 0.0 0.0 0.1 -0.396
C -1.342 -4.704 1.807 0.0 0.0 0.0 -0.612
C 0.028 -4.428 2.416 0.0 0.0 0.0 -0.398
C -0.008 -3.366 3.514 0.0 0.0 0.0 -0.405
C -0.220 -1.947 2.996 0.0 0.0 0.0 -0.233
N 0.941 -1.471 2.254 0.0 0.0 0.0 -0.397
C 1.032 -1.291 0.918 0.0 0.0 0.0 0.325
Se -0.305 -1.606 -0.331 0.0 0.0 0.1 -0.386
N 2.264 -0.798 0.648 0.0 0.0 0.0 -0.390
C 2.790 -0.419 -0.660 0.0 0.0 0.0 -0.238
C 3.808 -1.421 -1.191 0.0 0.0 0.0 -0.407
C 3.182 -2.744 -1.630 0.0 0.0 0.0 -0.398
C 2.390 -2.616 -2.926 0.0 0.0 0.0 -0.613
C 2.958 -0.623 1.837 0.0 0.0 0.0 0.106
C 4.213 -0.094 2.100 0.0 0.0 0.0 -0.223
C 4.580 0.009 3.431 0.0 0.0 0.0 -0.213
C 3.721 -0.391 4.459 0.0 0.0 0.0 -0.209
C 2.470 -0.920 4.192 0.0 0.0 0.0 -0.221
C 2.113 -1.039 2.858 0.0 0.0 0.0 0.196
H -1.279 -5.468 1.031 0.0 0.0 0.0 0.208
H -1.754 -3.807 1.343 0.0 0.0 0.0 0.221
H -2.042 -5.053 2.569 0.0 0.0 0.0 0.193
H 0.721 -4.115 1.630 0.0 0.0 0.0 0.204
H 0.435 -5.353 2.833 0.0 0.0 0.0 0.197
H 0.920 -3.394 4.091 0.0 0.0 0.0 0.204
H -0.817 -3.590 4.216 0.0 0.0 0.0 0.207
H -0.387 -1.240 3.809 0.0 0.0 0.0 0.243
H -1.073 -1.878 2.325 0.0 0.0 0.0 0.246
H 3.234 0.572 -0.553 0.0 0.0 0.0 0.219
H 1.943 -0.320 -1.333 0.0 0.0 0.0 0.264
H 4.571 -1.598 -0.428 0.0 0.0 0.0 0.200
H 4.308 -0.954 -2.044 0.0 0.0 0.0 0.220
H 2.531 -3.123 -0.835 0.0 0.0 0.0 0.201
H 3.976 -3.485 -1.757 0.0 0.0 0.0 0.197
H 1.573 -1.901 -2.820 0.0 0.0 0.0 0.219
H 1.950 -3.573 -3.213 0.0 0.0 0.0 0.205
H 3.029 -2.272 -3.741 0.0 0.0 0.0 0.204
H 4.865 0.243 1.306 0.0 0.0 0.0 0.223
H 5.545 0.429 3.683 0.0 0.0 0.0 0.213
H 4.029 -0.261 5.488 0.0 0.0 0.0 0.217
H 1.789 -1.184 4.989 0.0 0.0 0.0 0.231
Br -4.530 1.980 -0.318 0.0 0.0 0.0 0.079
C -3.712 3.251 -1.460 0.0 0.0 0.0 0.179
C -4.381 4.422 -1.774 0.0 0.0 0.0 -0.278
C -3.732 5.313 -2.611 0.0 0.0 0.0 -0.142
C -2.470 5.000 -3.096 0.0 0.0 0.0 -0.250
C -1.895 3.804 -2.715 0.0 0.0 0.0 0.055
N -2.512 2.938 -1.902 0.0 0.1 0.1 -0.536
H -5.358 4.625 -1.362 0.0 0.0 0.0 0.237
H -4.208 6.248 -2.874 0.0 0.0 0.0 0.221
H -1.933 5.676 -3.747 0.0 0.0 0.0 0.226
H -0.907 3.506 -3.049 0.0 0.0 0.0 0.234
S 2.625 1.673 -4.240 0.0 -0.1 0.0 -0.306
C 1.507 1.667 -3.055 0.0 0.1 0.0 0.144
N 0.699 1.662 -2.206 0.1 0.1 0.0 -0.785
```
Positions in Å, forces in eV/Å.

Computed properties:
charge: -1
HOMO level: -4.73 eV
energy relative to the best compared isomer or geometry (same formula, charge and spin): 0.000 eV
LUMO energy: 0.07892 Eh
gap between HOMO and LUMO: 6.878 eV
total energy: -210344.56580 eV

***

Entry 3:
Density functional theory data (ωB97M-V/def2-TZVPD) for C30H31BBr54F3N3O4 as an isolated structure in a non-equilibrium geometry.

The geometry in XYZ format:
```
126
Properties=species:S:1:pos:R:3:forces:R:3:lowdin_charge:R:1
C 1.499 5.314 0.990 0.0 -0.8 -0.6 -0.054
C 2.761 4.411 0.751 -0.5 0.2 0.2 -0.367
O 2.753 3.411 1.776 0.3 0.3 -0.4 -0.114
C 2.814 3.742 -0.709 -0.6 -0.5 0.8 -0.082
C 1.633 2.724 -0.798 -1.3 -0.3 -0.7 -0.106
C 0.317 3.233 -1.272 1.0 -2.1 0.7 0.041
C -0.837 2.352 -1.341 1.4 -0.8 0.5 -0.209
N -2.126 2.817 -1.765 0.8 0.4 0.0 0.070
C -0.644 0.984 -0.927 1.9 -0.2 0.1 0.019
C 0.673 0.459 -0.485 -0.9 1.8 -1.0 0.004
C 1.836 1.316 -0.414 -1.8 1.0 -0.3 0.030
B 3.217 0.664 0.102 1.2 -0.4 -0.1 -0.503
N 3.947 -0.249 -0.839 -0.9 0.7 0.5 0.135
O 3.769 0.850 1.377 -1.5 -0.7 -0.7 0.115
C 0.477 -1.038 -0.133 0.0 3.8 0.1 -0.374
O 1.228 -1.948 -0.144 0.2 0.1 0.6 0.070
N -0.984 -1.046 0.174 -0.6 -1.1 0.7 -0.068
C -1.336 -0.831 1.534 0.5 -1.2 1.0 -0.563
F -2.666 -0.955 1.782 1.2 0.3 -0.6 0.132
F -0.942 0.376 2.053 -0.4 -0.8 -0.5 0.126
F -0.687 -1.790 2.279 -0.7 1.1 -0.6 0.086
C -1.626 -0.214 -0.843 1.6 2.7 0.2 -0.365
O -2.612 -0.455 -1.451 -0.2 -0.3 0.4 0.152
H 1.600 6.023 1.842 0.2 -0.4 -0.7 0.086
H 1.237 5.800 0.027 0.2 0.1 1.1 -0.025
H 0.640 4.629 1.239 0.7 0.6 -0.2 0.090
H 3.717 4.978 0.891 -0.9 -0.4 -0.1 0.148
H 1.860 3.031 1.870 0.5 0.3 -0.2 0.017
H 3.810 3.236 -0.823 -0.9 0.3 0.2 0.125
H 2.750 4.499 -1.529 -0.1 -0.5 0.8 0.089
H 0.237 4.309 -1.586 -0.2 -1.9 0.6 -0.048
H -2.812 2.793 -1.011 0.2 -0.1 -0.5 -0.030
H -2.453 2.343 -2.604 -0.1 0.0 0.5 0.096
H 3.335 -1.076 -0.904 0.5 0.1 -0.3 0.065
H 3.963 0.185 -1.766 -0.2 -0.4 0.1 0.071
H 3.571 0.093 1.955 0.5 0.3 -0.1 0.105
C -4.757 -3.184 4.403 0.1 0.0 -0.1 -1.596
Br -6.086 -1.785 4.512 0.1 -0.2 0.1 0.578
Br -4.205 -3.792 6.154 -0.1 0.1 -0.2 0.592
Br -5.349 -4.647 3.288 0.0 0.2 0.2 0.582
H -3.882 -2.755 3.927 -0.1 -0.1 0.1 -0.036
C 1.547 -4.799 3.562 -0.1 -0.1 0.0 -1.613
Br 2.333 -3.095 3.093 0.0 -0.2 0.0 0.590
Br 0.286 -5.404 2.227 0.2 0.1 0.2 0.568
Br 2.898 -6.133 3.928 -0.2 0.2 -0.1 0.573
H 0.991 -4.649 4.481 0.1 0.0 -0.1 -0.029
C 0.915 8.179 -2.616 0.1 0.2 -0.1 -1.570
Br -0.493 9.288 -1.894 0.2 -0.2 -0.1 0.586
Br 0.594 6.298 -2.277 -0.1 1.1 -0.8 0.743
Br 1.213 8.521 -4.494 -0.1 -0.1 0.3 0.559
H 1.828 8.444 -2.094 -0.1 -0.1 0.0 -0.023
C -5.879 3.007 0.214 -0.2 0.1 0.0 -1.589
Br -5.154 4.750 -0.203 0.0 -0.3 0.0 0.593
Br -7.091 2.384 -1.156 0.2 0.1 0.2 0.579
Br -4.479 1.719 0.573 -0.3 0.0 0.1 0.618
H -6.457 3.112 1.126 0.1 0.0 -0.1 -0.030
C -5.748 1.474 6.521 0.0 0.0 0.0 -1.642
Br -7.233 2.228 7.503 0.2 -0.1 -0.1 0.573
Br -5.549 2.287 4.776 0.0 -0.1 0.2 0.541
Br -4.101 1.553 7.525 -0.2 0.0 -0.1 0.564
H -5.972 0.425 6.361 0.1 0.1 0.0 -0.096
C -1.406 -5.085 -1.671 0.1 0.0 0.1 -1.574
Br 0.209 -6.019 -2.191 -0.1 0.1 0.0 0.540
Br -1.015 -3.393 -0.816 -1.0 -1.9 -0.8 0.843
Br -2.624 -4.874 -3.160 0.2 0.0 0.2 0.574
H -1.908 -5.706 -0.937 0.0 0.0 -0.1 -0.031
C 1.723 3.832 5.454 0.1 0.1 -0.1 -1.606
Br 0.421 5.252 5.592 0.1 -0.2 0.0 0.554
Br 2.328 3.236 7.191 -0.1 0.1 -0.2 0.573
Br 1.058 2.367 4.382 -0.1 0.0 0.3 0.626
H 2.587 4.239 4.939 -0.1 -0.1 0.0 -0.025
C -8.824 -1.931 1.307 0.1 -0.1 0.0 -1.617
Br -9.827 -2.002 -0.345 0.1 0.1 0.2 0.573
Br -7.153 -0.985 1.091 -0.2 0.0 -0.1 0.515
Br -9.876 -1.202 2.757 0.1 0.0 -0.2 0.560
H -8.579 -2.953 1.575 0.0 0.1 0.0 -0.031
C 1.363 5.980 -7.857 0.0 0.0 0.0 -1.596
Br 3.260 5.722 -7.590 -0.3 0.0 0.0 0.536
Br 0.314 5.003 -6.559 0.1 0.2 -0.1 0.565
Br 0.895 7.856 -7.892 0.1 -0.2 -0.1 0.509
H 1.120 5.574 -8.832 0.0 0.1 0.1 -0.027
C 7.557 6.107 -6.649 0.1 0.0 -0.1 -1.607
Br 6.437 4.553 -6.398 0.2 0.2 0.0 0.555
Br 6.523 7.742 -6.606 0.1 -0.2 0.1 0.590
Br 9.024 6.151 -5.392 -0.2 0.0 -0.1 0.579
H 7.991 6.031 -7.640 -0.1 0.0 0.1 -0.025
C -1.531 6.915 9.315 0.0 0.0 0.0 -1.624
Br -2.471 5.266 8.939 0.1 0.2 0.0 0.544
Br 0.308 6.594 9.819 -0.2 0.0 -0.1 0.554
Br -1.663 8.174 7.849 0.0 -0.2 0.2 0.551
H -2.020 7.372 10.168 0.1 -0.1 -0.1 -0.032
C 6.948 10.457 -9.301 0.0 0.0 0.1 -1.646
Br 8.014 12.052 -9.062 -0.1 -0.2 -0.1 0.566
Br 5.065 10.869 -9.474 0.3 -0.1 0.0 0.554
Br 7.586 9.383 -10.780 -0.1 0.2 0.2 0.555
H 7.063 9.860 -8.400 0.0 0.1 -0.2 -0.109
C -3.002 -6.381 8.887 0.0 0.1 0.0 -1.638
Br -2.113 -5.763 10.488 -0.1 -0.1 -0.2 0.574
Br -1.749 -7.085 7.595 -0.2 0.1 0.2 0.559
Br -4.405 -7.650 9.288 0.1 0.1 0.0 0.577
H -3.475 -5.518 8.433 0.0 -0.1 0.1 -0.089
C 2.661 -9.490 -2.542 0.0 0.0 0.1 -1.621
Br 3.431 -7.784 -3.024 -0.1 -0.2 0.0 0.555
Br 1.407 -10.114 -3.875 0.2 0.1 0.1 0.560
Br 4.022 -10.809 -2.161 -0.2 0.1 -0.1 0.567
H 2.101 -9.337 -1.626 0.1 0.0 -0.1 -0.029
C 3.450 -13.727 -5.401 -0.1 0.0 0.0 -1.626
Br 2.479 -15.358 -5.770 0.2 0.2 0.0 0.574
Br 5.266 -14.084 -4.841 -0.2 0.1 0.0 0.577
Br 3.388 -12.500 -6.893 0.0 -0.2 0.2 0.561
H 2.951 -13.241 -4.569 0.1 0.0 -0.1 -0.053
C -7.944 -7.238 11.374 0.0 0.0 0.0 -1.643
Br -9.271 -5.837 11.492 0.1 -0.2 0.0 0.563
Br -7.390 -7.853 13.121 -0.1 0.1 -0.2 0.560
Br -8.541 -8.699 10.256 0.1 0.2 0.2 0.552
H -7.069 -6.809 10.896 -0.1 -0.1 0.1 -0.067
C 8.003 -16.806 -4.469 0.0 0.0 0.0 -1.646
Br 9.700 -15.989 -4.904 -0.2 -0.1 0.1 0.562
Br 7.859 -18.593 -5.191 0.0 0.2 0.1 0.565
Br 7.657 -16.772 -2.567 0.1 0.0 -0.2 0.551
H 7.232 -16.209 -4.944 0.1 -0.1 0.1 -0.098
C -2.020 9.824 -10.178 0.0 0.0 0.0 -1.625
Br -0.375 10.731 -10.638 -0.2 -0.1 0.1 0.554
Br -2.060 8.017 -10.867 0.0 0.2 0.1 0.555
Br -2.357 9.872 -8.275 0.1 0.0 -0.2 0.550
H -2.827 10.365 -10.658 0.1 -0.1 0.1 -0.031
```
Positions in Å, forces in eV/Å.

Computed properties:
charge: 0
HOMO level: -9.54 eV
LUMO energy: -0.03588 Eh
gap between HOMO and LUMO: 8.564 eV
total energy: -3835389.88487 eV